The following is a quantum chemistry calculation of a 2-piece molecular cluster, C9H14ClNSi overall, from the Open Molecules 2025 dataset.

Structure (XYZ):
```
26
Properties=species:S:1:pos:R:3
H 4.17864 1.85159 -1.56540
H 4.01236 -1.13903 1.41657
Cl -2.71039 2.35504 0.59202
C 3.49577 -0.31185 0.82425
H -2.36980 1.96610 -1.97761
H -3.49396 0.06271 1.91192
C -1.77028 -2.05421 0.02512
H -0.79053 -2.38920 0.51703
H -1.59874 -2.16644 -1.16042
C 3.49532 1.27813 -0.86691
H 1.40063 2.11063 -1.34492
C -1.54417 1.29154 -1.80281
H 1.68329 -0.50444 2.02576
H -2.52755 -2.87529 0.17704
N -2.31678 -0.83130 0.41172
C -3.30248 -0.98001 1.51967
H -2.90722 -1.66943 2.31659
H -4.29934 -1.43884 1.17082
H -0.51879 1.71540 -2.05183
C 4.15678 0.29580 -0.13970
Si -1.65153 0.72215 0.00581
C 1.44316 0.80917 0.29840
C 2.11659 -0.08934 1.09151
C 2.05704 1.47414 -0.70713
H 5.24358 0.09463 -0.33370
H -1.48161 0.42235 -2.35379
```

Values from the calculation:
calculated total energy = -1155.67522 hartree
charge = 0
strongest force on any atom = 5.62 eV/A
energy above the lowest of the compared OMol25 structures with the same formula, charge and spin = 79.9 kcal/mol
highest occupied orbital energy (spin up / spin down) = -7.319 / -7.844 eV
frontier orbital gap (spin up / spin down) = 7.0803 / 7.5854 eV